This record from the Open Molecules 2025 dataset describes an isolated ion of composition C24H35N2O and charge +1 in a non-equilibrium geometry. The level of theory is ωB97M-V/def2-TZVPD.

Properties
E_HOMO = -12.16 eV
SMILES = C#CC[C@@H]1CO[C@@](CC#C)(CCCCCCCCCC)[N@@H+]1c1ccccn1
Orbital gap = 8.29 eV
Energy = -1119.19212 Ha
Charge = +1
LUMO level = -3.9 eV
ΔE to the lowest compared entry with this formula, charge and spin = 23.4053 eV

The geometry in XYZ format:
```
62
Properties=species:S:1:pos:R:3:lowdin_charge:R:1
H -0.102 -2.655 -0.141 0.113
H 1.040 5.421 -3.372 0.080
C -0.587 -0.006 4.493 -0.142
H -2.795 -3.615 1.938 0.145
C 0.959 2.220 5.972 0.067
H 2.177 1.702 -5.516 0.123
H -0.471 0.095 -1.054 0.106
C 3.859 -1.095 2.323 0.027
H 1.081 4.163 -5.978 0.116
H -1.675 -3.670 0.070 0.133
C -0.926 -0.673 -1.843 -0.223
C -1.944 -1.777 -1.172 -0.179
C 0.309 1.161 5.268 -0.083
C -1.270 -2.572 0.090 -0.090
H -1.697 0.141 4.905 0.110
C 2.489 -3.688 2.339 -0.046
O -2.555 -0.794 1.558 -0.146
H -0.214 0.587 -4.721 0.135
H -2.872 1.028 2.923 0.155
C -0.567 4.052 -4.401 -0.265
C -1.450 -1.812 1.553 -0.329
C 2.313 -0.471 2.175 0.048
H -0.109 -0.403 1.038 0.167
C 1.114 -1.578 2.126 -0.145
H -1.896 1.251 1.262 0.146
H -0.285 -1.102 4.805 0.133
C -2.968 -2.331 3.812 -0.071
H 2.048 0.282 -2.371 0.111
C -2.142 0.516 2.165 -0.049
H -3.967 -1.336 5.965 0.080
C 0.183 4.687 -3.053 -0.150
H -2.991 -1.296 -0.964 0.123
H 4.830 -0.443 2.341 0.110
H 1.015 -1.982 -1.917 0.106
H 2.165 -0.635 -4.013 0.122
C 1.379 -0.144 -3.262 -0.215
C -0.655 0.217 2.872 -0.187
N -0.282 -0.945 1.938 0.000
H 0.570 3.824 -2.328 0.068
H 0.013 -2.014 -3.528 0.121
H -1.601 -0.005 -2.564 0.125
H -1.245 4.829 -4.957 0.110
C -2.062 -2.928 2.583 -0.095
H 2.159 2.811 -3.917 0.113
H -1.279 -3.660 3.055 0.121
H 1.388 2.897 6.842 0.066
H -0.610 5.329 -2.454 0.076
C 0.351 -1.312 -2.647 -0.213
H -2.131 -2.599 -2.018 0.135
C 0.475 3.304 -5.426 -0.235
H 4.866 -3.313 2.455 0.105
H 2.576 -4.875 2.396 0.134
C 3.819 -2.754 2.377 -0.016
C 1.488 2.221 -4.692 -0.213
H -0.194 2.772 -6.258 0.118
H -1.304 3.222 -3.969 0.095
C -3.671 -1.832 4.919 0.069
H 0.034 1.182 2.735 0.157
H -0.015 1.658 -3.075 0.091
H 2.140 0.704 2.082 0.114
N 1.145 -3.061 2.202 0.059
C 0.546 1.095 -3.965 -0.242
```